Entry 1:
Below is the ion C4H10N2 with charge +1 at a distorted geometry, with properties calculated with ωB97M-V/def2-TZVPD.

Last column: Mulliken spin population.
Geometry (Å):
C: -0.3099 -0.0789 -2.3798  0.01
C: -0.8905 0.5906 -1.0848  0.00
C: -0.1366 0.3430 0.1550  0.18
C: 0.2966 -0.9501 0.5402  0.48
N: 0.8069 -1.1150 1.8520  0.04
N: 0.0443 1.3084 1.0257  0.24
H: 0.0326 0.7001 -3.0523  0.00
H: -1.0143 -0.7513 -2.8554  0.00
H: 0.5639 -0.6699 -2.0946  0.00
H: -1.9049 0.2559 -1.0147  0.01
H: -0.9723 1.6585 -1.2859  0.01
H: 0.1839 -1.8533 -0.0437  0.02
H: 1.8242 -1.1699 1.7704  0.03
H: 0.4599 -1.9953 2.2160  0.01
H: -0.4225 2.1426 0.8542  -0.01
H: 0.5203 1.1510 1.8994  -0.01

Calculated values
HOMO (spin up / spin down): -14.20 / -15.45 eV
LUMO energy (spin up / spin down): -3.28 / -6.61 eV
Frontier orbital gap (spin up / spin down): 10.92 / 8.85 eV
Multiplicity: 2
Energy above the lowest of the compared OMol25 structures with the same formula, charge and spin: 11.0 kcal/mol
Total charge: +1
Calculated total energy: -267.631235 a.u.

=====

Entry 2:
Below is the molecule C24H28N4O4S at a distorted geometry, with properties calculated with ωB97M-V/def2-TZVPD.

Last column: Mulliken charge in e.
Geometry (Å):
C: -3.4521 3.2156 0.8060  -0.80
O: -2.4082 2.8082 1.6563  -0.51
C: -1.6190 1.7710 1.2590  0.78
C: -0.5138 1.4986 2.0663  -0.99
C: 0.3698 0.4957 1.7375  -0.41
C: 0.1825 -0.2533 0.5750  -1.44
N: 1.1272 -1.2183 0.1898  0.36
C: 2.5402 -0.8912 0.2163  -0.82
C: 2.7187 0.6233 0.0690  0.25
O: 3.2722 1.2629 0.9413  -0.65
N: 2.1306 1.1898 -1.0123  0.45
C: 1.6669 2.5090 -1.0511  0.17
C: 1.8510 3.5204 -0.1263  -0.82
C: 1.2070 4.7292 -0.3482  -0.64
C: 0.4089 4.9246 -1.4620  -0.63
C: 0.2307 3.9034 -2.3870  -0.87
C: 0.8615 2.6979 -2.1745  0.76
C: 0.8014 1.4351 -2.9773  -0.87
C: 1.8173 0.5138 -2.2771  1.17
C: 3.1040 0.3729 -3.0910  -1.58
S: 0.6268 -2.6021 -0.6093  1.60
O: 1.7353 -3.5088 -0.5337  -0.83
O: 0.1272 -2.3035 -1.9263  -0.75
C: -0.6776 -3.1221 0.4399  1.53
C: -2.0644 -3.2538 0.2173  0.43
C: -2.8133 -3.0242 -1.0435  -1.39
N: -2.6516 -3.6342 1.3368  -1.04
N: -1.6964 -3.7471 2.2641  0.88
C: -2.0333 -4.1475 3.5991  -0.91
C: -0.4796 -3.4509 1.7724  -0.86
C: 0.7755 -3.4870 2.5560  -1.59
C: -0.9413 -0.0138 -0.2031  0.35
C: -1.8380 0.9858 0.1341  -1.00
H: -3.0753 3.4868 -0.1855  0.30
H: -4.2188 2.4400 0.7064  0.32
H: -3.8907 4.0934 1.2780  0.26
H: -0.3614 2.1006 2.9476  0.49
H: 1.2285 0.3144 2.3636  0.53
H: 3.0263 -1.4598 -0.5780  0.58
H: 2.9958 -1.1802 1.1719  0.34
H: 2.4698 3.3668 0.7411  0.54
H: 1.3344 5.5305 0.3641  0.43
H: -0.0802 5.8753 -1.6139  0.42
H: -0.3954 4.0485 -3.2553  0.48
H: -0.2035 1.0096 -2.9510  0.29
H: 1.0689 1.6001 -4.0215  0.52
H: 1.3875 -0.4727 -2.1025  -0.62
H: 2.8949 -0.1393 -4.0264  0.44
H: 3.5191 1.3559 -3.3073  0.43
H: 3.8475 -0.2011 -2.5424  0.35
H: -3.4835 -3.8591 -1.2346  0.49
H: -2.1142 -2.9129 -1.8670  0.28
H: -3.4176 -2.1222 -0.9568  0.22
H: -3.1142 -4.2587 3.6415  0.30
H: -1.7141 -3.3914 4.3178  0.31
H: -1.5618 -5.1002 3.8480  0.30
H: 0.8832 -2.5761 3.1459  0.26
H: 1.6133 -3.5630 1.8676  0.27
H: 0.7864 -4.3387 3.2339  0.58
H: -1.1007 -0.5983 -1.0939  1.13
H: -2.6908 1.1529 -0.5045  0.47

Calculated values
HOMO: -7.99 eV
LUMO energy: 0.61 eV
Structure (SMILES): COc1ccc(N(CC(=O)N2c3ccccc3C[C@H]2C)S(=O)(=O)c2c(C)nn(C)c2C)cc1
Frontier orbital gap: 8.60 eV
Energy above the lowest of the compared OMol25 structures with the same formula, charge and spin: 65.7 kcal/mol
Calculated total energy: -1849.520911 a.u.

=====

Entry 3:
Below is the molecule C18H21ClN2O4S at a distorted geometry, with properties calculated with ωB97M-V/def2-TZVPD.

Last column: Mulliken charge in e.
Geometry (Å):
C: 5.4969 0.3880 -2.1515  -1.65
C: 5.1638 0.1464 -0.7144  0.02
C: 3.8857 0.4020 -0.2308  -0.02
C: 3.5681 0.1711 1.1007  0.63
O: 2.3391 0.3938 1.6674  -0.48
C: 1.3021 0.9195 0.8764  -0.86
C: 0.7973 -0.0521 -0.1358  1.03
N: 0.8634 0.0411 -1.4213  -0.19
N: 0.2845 -1.0564 -1.9432  -0.74
C: -0.1068 -1.7768 -0.9387  0.56
S: -0.9044 -3.3024 -0.9952  -0.22
C: -1.4979 -3.3560 0.7262  -0.64
C: -2.3162 -2.1306 1.1121  0.63
O: -2.5161 -1.8248 2.2559  -0.59
O: -2.7693 -1.4896 0.0487  -0.27
C: -3.5581 -0.3032 0.2521  0.08
C: -2.6451 0.9009 0.4743  -0.30
C: -3.4785 2.1723 0.5997  -1.07
C: -4.3401 2.3706 -0.6436  -0.64
C: -5.2468 1.1628 -0.8604  -0.69
C: -4.4187 -0.1122 -0.9902  -0.78
O: 0.1862 -1.1996 0.2506  -0.26
C: 4.5410 -0.3222 1.9681  -0.63
C: 5.8139 -0.5754 1.5029  -0.62
C: 6.1188 -0.3403 0.1718  0.55
Cl: 7.7244 -0.6662 -0.3890  -0.23
H: 5.8780 -0.5248 -2.6072  0.38
H: 4.6200 0.7176 -2.7010  0.38
H: 6.2757 1.1452 -2.2349  0.36
H: 3.1454 0.7699 -0.9235  0.28
H: 0.5011 1.1494 1.5863  0.27
H: 1.6069 1.8338 0.3539  0.43
H: -0.6587 -3.4645 1.4142  0.34
H: -2.1286 -4.2431 0.7943  0.44
H: -4.1811 -0.4598 1.1420  0.30
H: -1.9628 0.9884 -0.3760  0.20
H: -2.0555 0.7422 1.3802  0.40
H: -2.8161 3.0284 0.7375  0.35
H: -4.1193 2.0970 1.4808  0.40
H: -4.9440 3.2728 -0.5347  0.35
H: -3.6946 2.5006 -1.5147  0.34
H: -5.8444 1.3005 -1.7624  0.35
H: -5.9315 1.0660 -0.0147  0.34
H: -5.0670 -0.9799 -1.1218  0.34
H: -3.7612 -0.0472 -1.8592  0.30
H: 4.2787 -0.4975 2.9986  0.44
H: 6.5719 -0.9556 2.1693  0.42

Calculated values
HOMO: -8.50 eV
LUMO energy: 0.52 eV
Structure (SMILES): Cc1cc(OCc2nnc(SCC(=O)OC3CCCCC3)o2)ccc1Cl
Frontier orbital gap: 9.02 eV
Energy above the lowest of the compared OMol25 structures with the same formula, charge and spin: 14.5 kcal/mol
Calculated total energy: -1967.363564 a.u.